1.
C18H38N5OPSSbSe5Tc | ωB97M-V with the def2-TZVPD basis set

Calculated values
- Gap between HOMO and LUMO (alpha / beta): 6.34 / 6.34 eV
- Net charge: +2

CARTESIAN COORDINATES (ANGSTROEM)
Tc1 -0.66105 -0.13050 -2.09415
Se1 0.99723 -2.74933 -5.13834
Sb1 0.36855 -4.97582 -5.11225
Se2 -1.56418 -2.21472 -2.12961
Se3 0.24995 -3.58562 -1.48964
Se4 -0.30445 -5.47886 -2.69203
C1 -4.75597 2.85411 -3.50634
N1 -4.76647 1.51934 -4.10656
C2 -5.74015 0.68735 -3.39734
N2 -5.50034 0.61293 -1.95417
C3 -5.47060 1.97126 -1.40981
N3 -4.49298 2.84432 -2.06433
C4 -3.12681 2.42953 -1.77389
P1 -2.81816 0.71823 -2.39452
C5 -3.44048 0.91235 -4.12180
C6 -4.28032 -0.12455 -1.65084
H1 -5.73575 3.30383 -3.66703
H2 -4.00734 3.47097 -4.00531
H3 -5.73394 -0.31878 -3.81867
H4 -6.72851 1.11994 -3.55178
H5 -5.25723 1.92851 -0.34036
H6 -6.45885 2.41030 -1.54661
H7 -2.95178 2.45648 -0.69430
H8 -2.41684 3.11794 -2.23844
H9 -3.48539 -0.06923 -4.59992
H10 -2.74624 1.53041 -4.69552
H11 -4.13643 -0.20273 -0.57002
H12 -4.35596 -1.14055 -2.04580
C7 3.07560 2.47611 5.89575
C8 1.83776 1.75105 5.38460
C9 1.45620 2.18441 3.97286
C10 0.14731 1.58175 3.48453
N4 0.19414 0.10422 3.44255
C11 0.76641 -0.67316 2.53739
S1 1.30397 -0.06258 0.96768
N5 1.00246 -1.94289 2.81921
C12 1.69137 -2.93435 1.97350
C13 3.20339 -2.85957 2.11792
C14 3.70172 -3.15005 3.52989
C15 5.22172 -3.20718 3.60249
H13 3.34547 2.14172 6.89663
H14 2.90659 3.55312 5.93969
H15 3.93347 2.30065 5.24325
H16 0.99500 1.93735 6.05867
H17 2.02217 0.67073 5.40423
H18 2.25688 1.93299 3.27019
H19 1.34604 3.27190 3.93845
H20 -0.13828 1.95918 2.51120
H21 -0.66614 1.81980 4.17008
H22 -0.10963 -0.35222 4.29183
H23 0.82780 -2.23204 3.77236
H24 1.36938 -2.77685 0.94717
H25 1.31447 -3.90514 2.29554
H26 3.54958 -1.86995 1.79802
H27 3.63570 -3.58008 1.41794
H28 3.27803 -4.09920 3.87424
H29 3.33863 -2.37718 4.21683
H30 5.61327 -4.00136 2.96464
H31 5.56366 -3.39944 4.61855
H32 5.66736 -2.26543 3.27535
C16 2.09896 1.25612 -4.84568
C17 2.14402 0.33506 -3.68507
C18 3.41267 -0.31535 -3.28391
O1 1.11168 0.09383 -3.03836
H33 2.71710 0.87546 -5.65917
H34 2.54485 2.20613 -4.53172
H35 1.07858 1.42761 -5.17672
H36 3.62871 -1.09016 -4.02718
H37 3.32484 -0.77762 -2.30510
H38 4.23645 0.39868 -3.32314
Se5 -0.62886 0.69680 0.05223

Atomic partial charges in e from the Löwdin method, atoms 1 to 2: atom 1 (Tc): 0.361, atom 2 (Se): -0.102

***

2.
C36H32BFMoN6O3S2 | ωB97M-V with the def2-TZVPD basis set

Calculated values
- Gap between HOMO and LUMO (alpha / beta): 5.30 / 6.84 eV
- <S²>: 2.0308
- Multiplicity: 3

CARTESIAN COORDINATES (ANGSTROEM)
Mo1 1.92523 -17.51315 -6.16710
C1 -2.25584 -16.84465 -9.40648
C2 -0.76126 -16.84340 -9.33863
C3 0.19838 -17.31622 -10.22532
C4 1.42814 -17.43246 -9.52398
N1 1.20774 -17.04948 -8.19472
N2 -0.10742 -16.59470 -8.14356
B1 -0.68701 -15.98407 -6.80161
N3 -0.91856 -17.13217 -5.81935
N4 -0.05267 -18.21350 -5.82994
C5 -0.77243 -19.32042 -5.55189
C6 -2.07620 -18.91480 -5.14739
C7 -2.08814 -17.52053 -5.28185
C8 -3.27208 -16.62195 -5.07664
C9 -0.26254 -20.68240 -5.55530
C10 0.88667 -21.10204 -6.31310
C11 1.16875 -22.43468 -6.50587
C12 0.55127 -23.38672 -5.59806
C13 -0.62804 -23.07203 -4.93005
C14 -1.00602 -21.72368 -4.82336
N5 0.45566 -14.90835 -6.29143
N6 1.79794 -15.35398 -6.07975
C15 2.62644 -14.37447 -6.38812
C16 1.85902 -13.26219 -6.84845
C17 0.50900 -13.64115 -6.65553
C18 -0.67324 -12.76435 -6.94901
C19 4.10233 -14.41027 -6.25249
C20 4.88961 -13.30846 -6.60194
C21 6.28488 -13.43542 -6.56743
C22 6.93769 -14.53406 -6.07858
C23 6.10351 -15.68965 -5.84330
C24 4.71325 -15.60946 -5.74255
C25 2.71934 -17.63339 -10.13987
C26 3.79988 -16.86618 -9.59108
C27 5.04445 -16.92824 -10.20158
C28 5.25816 -17.59480 -11.35169
C29 4.22464 -18.42514 -11.84637
C30 2.96081 -18.38117 -11.34639
H1 -2.76028 -15.90097 -9.18015
H2 -2.63198 -17.67324 -8.78555
H3 -2.61966 -17.22228 -10.39237
H4 -0.01925 -17.60491 -11.26996
H5 -1.60818 -15.31184 -7.00577
H6 -2.92157 -19.57991 -4.91982
H7 -3.00681 -15.55035 -4.96133
H8 -3.86675 -16.98342 -4.19406
H9 -3.83690 -16.74312 -5.96042
H10 1.54460 -20.40816 -6.79743
H11 1.86111 -22.88337 -7.21655
H12 1.08553 -24.31525 -5.46300
H13 -1.22869 -23.89157 -4.51973
H14 -1.80759 -21.37955 -4.13314
H15 2.21135 -12.29821 -7.20951
H16 -0.36339 -11.76260 -6.97842
H17 -1.37412 -12.99654 -6.15014
H18 -1.17111 -12.99184 -7.91301
H19 4.39539 -12.37985 -6.77446
H20 6.92114 -12.66450 -7.01415
H21 8.03610 -14.54858 -5.94453
H22 6.53589 -16.63630 -5.62495
H23 4.10353 -16.41117 -5.35179
H24 3.52295 -16.28783 -8.70425
H25 5.87127 -16.46815 -9.67139
H26 6.18154 -17.51681 -11.89146
H27 4.36779 -19.04952 -12.74126
H28 2.22354 -19.06176 -11.77387
O1 -2.28247 -23.68726 -2.19705
S1 -0.96140 -23.05352 -2.04514
O2 0.21470 -23.89890 -2.28382
O3 -0.84066 -21.61006 -1.95660
S2 3.56716 -18.71880 -6.67385
F1 0.40582 -17.62626 -0.03239
C31 0.80597 -17.49901 -1.32798
C32 1.02491 -16.24660 -1.87832
C33 1.17140 -16.23346 -3.26056
C34 1.67259 -17.31317 -3.99646
C35 1.81179 -18.47267 -3.32002
C36 1.08800 -18.62892 -2.02892
H29 0.96036 -15.31955 -1.32122
H30 1.08128 -15.21311 -3.69678
H31 2.29643 -19.30319 -3.75590
H32 0.71079 -19.60505 -1.82257

Atomic partial charges in e from the Löwdin method, atoms 1 to 2: atom 1 (Mo): 1.076, atom 2 (C): -0.023

***

Question: Number 1 is which compound?
Answer: C18H38N5OPSSbSe5Tc